# 1
Entry from OMol25: a molecular structure, C28H27HfN8OS3 (wB97M-V/def2-TZVPD).

Net charge: +3
LUMO level in Eh: -0.3310
Orbital gap in eV: 6.8
E_HOMO in eV: -15.829

Geometry (Å):
Hf1 -1.2627 -0.3335 0.0859
S1 -4.6800 -2.8527 -1.8043
C1 -4.9524 -3.0030 -0.0940
C2 -5.9862 -3.6721 0.5496
C3 -5.9704 -3.7047 1.9277
C4 -4.9385 -3.0983 2.6474
C5 -3.9143 -2.4287 2.0092
C6 -3.9266 -2.3589 0.6145
N1 -2.9785 -1.7471 -0.2171
C7 -3.2448 -1.9792 -1.5007
C8 -2.3786 -1.4331 -2.5411
C9 -2.5172 -1.7867 -3.8795
C10 -1.7002 -1.1902 -4.8298
C11 -0.7650 -0.2409 -4.4446
C12 -0.6307 0.1070 -3.1033
C13 -1.4207 -0.4858 -2.1114
H1 -6.7722 -4.1568 -0.0143
H2 -6.7608 -4.2182 2.4579
H3 -4.9457 -3.1657 3.7270
H4 -3.1175 -1.9761 2.5805
H5 -3.2572 -2.5161 -4.1884
H6 -1.8036 -1.4557 -5.8736
H7 -0.1452 0.2373 -5.1919
H8 0.0989 0.8665 -2.8448
C14 1.3135 1.1733 5.4570
C15 -0.0163 1.3176 4.8308
N2 -1.0494 1.8885 5.3432
N3 -2.0365 1.7716 4.4291
C16 -1.6541 1.1391 3.3285
S2 -2.6074 0.7998 1.9583
N4 -0.3574 0.8312 3.5639
N5 0.3875 0.0856 2.6615
H9 1.2899 1.6561 6.4307
H10 2.0868 1.6476 4.8502
H11 1.5767 0.1235 5.6006
H12 -2.9468 2.1691 4.6216
H13 0.8114 -0.6949 3.1563
H14 1.1335 0.6635 2.2831
C17 1.4547 -3.6980 0.8999
C18 0.7465 -2.7845 -0.0290
N6 0.8129 -2.9746 -1.3179
O1 0.0334 -1.8108 0.4327
H15 2.3931 -4.0511 0.4758
H16 0.8210 -4.5722 1.0790
H17 1.6288 -3.2108 1.8549
H18 1.3637 -3.7332 -1.6975
H19 0.2938 -2.3862 -1.9654
S3 2.8579 4.6538 -1.7689
C19 1.9253 3.3442 -1.1660
C20 2.3586 2.0066 -1.0599
C21 1.5006 1.0572 -0.5751
N7 0.2302 1.3170 -0.1817
C22 -0.1808 2.6086 -0.2680
C23 0.6093 3.6198 -0.7386
C24 4.4461 3.8954 -2.1053
C25 5.4079 3.8264 -1.1095
C26 6.6288 3.2438 -1.4380
N8 6.8951 2.7702 -2.6474
C27 5.9768 2.8718 -3.5984
C28 4.7208 3.4316 -3.3808
H20 3.3588 1.7239 -1.3604
H21 1.8272 0.0258 -0.5062
H22 -1.1915 2.8171 0.0646
H23 0.2188 4.6285 -0.7856
H24 5.2313 4.2269 -0.1199
H25 7.4191 3.1661 -0.7004
H26 6.2497 2.4970 -4.5783
H27 4.0010 3.5110 -4.1846

Atom charges from the natural (NBO) analysis, given in e for atoms 1 to 4: atom 1 (Hf): 2.35, atom 2 (S): 0.59, atom 3 (C): -0.24, atom 4 (C): -0.18


# 2
Entry from OMol25: 2 unconnected molecules or ions with the total composition C14H16O at a distorted geometry (wB97M-V/def2-TZVPD).

Structure (SMILES): Cc1ccc(O)cc1.Cc1ccccc1
LUMO level in Eh: 0.0309
Orbital gap in eV: 9.2
E_HOMO in eV: -8.312

Geometry (Å):
C1 0.7602 1.6399 0.0874
C2 -1.4301 1.6899 3.2451
C3 -0.3301 1.5499 2.4009
C4 -2.5877 2.1778 2.6935
C5 -0.3396 1.9596 1.0616
C6 -2.5962 2.7120 1.3839
C7 -1.4960 2.5868 0.5796
O1 -3.8261 1.9936 3.2627
H1 -1.3689 1.3468 4.2762
H2 0.6708 1.3336 2.7643
H3 -3.7201 1.2478 3.8581
H4 -3.5944 3.1333 1.1358
H5 1.8055 1.9213 0.1723
H6 0.3282 1.9010 -0.8791
H7 -1.5245 3.1285 -0.3490
H8 0.8191 0.5449 -0.0443
C8 0.7975 -1.9686 -3.8855
C9 0.0785 -1.7699 -1.4861
C10 1.0769 -2.0450 -2.4025
C11 0.4231 -1.6442 -0.1381
C12 1.5812 -2.2189 0.3939
C13 2.3290 -2.4793 -1.9469
C14 2.5267 -2.5990 -0.5905
H9 -0.8408 -1.3865 -1.8686
H10 -0.2455 -1.2206 0.6132
H11 -0.0393 -2.5927 -4.1327
H12 1.6840 -2.3100 -4.4233
H13 1.7615 -1.9876 1.4395
H14 3.1396 -2.7118 -2.6519
H15 3.5200 -2.9921 -0.3454
H16 0.6375 -0.9404 -4.2241

Atom charges from the natural (NBO) analysis, given in e for atoms 1 to 4: atom 1 (C): -0.65, atom 2 (C): -0.31, atom 3 (C): -0.20, atom 4 (C): 0.30


# 3
Entry from OMol25: 2 unconnected molecules or ions with the total composition C2H6NO3 at a distorted geometry (wB97M-V/def2-TZVPD).

Net charge: -1
LUMO level in Eh: 0.1571
Orbital gap in eV: 8.4
E_HOMO in eV: -4.104

Geometry (Å):
O1 -0.2828 -0.6274 0.8081
C1 -0.8584 0.3980 0.3725
O2 -1.7617 1.1026 0.8165
C2 -0.1470 0.9851 -0.9147
N1 0.2216 0.1830 -2.1039
H1 0.7586 1.4686 -0.5537
H2 -0.7686 1.7597 -1.3784
H3 0.7328 -0.6501 -1.8065
H4 -0.5833 -0.2240 -2.5659
H5 2.4049 -0.9027 1.4080
H6 1.2273 -1.4622 0.6582
O3 2.1357 -1.7173 0.9611

Atom charges from the natural (NBO) analysis, given in e for atoms 1 to 4: atom 1 (O): -0.83, atom 2 (C): 0.76, atom 3 (O): -0.75, atom 4 (C): -0.34


# 4
Entry from OMol25: a molecular structure, C49H42N5O5P2RbS2 at a distorted geometry (wB97M-V/def2-TZVPD).

Net charge: -2
LUMO level (alpha / beta) in Eh: 0.1358 / 0.1358
Orbital gap (alpha / beta) in eV: 4.0 / 3.0
E_HOMO (alpha / beta) in eV: -0.350 / 0.701

Geometry (Å):
Rb1 -2.1117 0.4702 -0.0686
N1 -7.0206 2.0167 2.8290
C1 -5.8610 2.0012 2.1529
S1 -4.8281 0.7009 2.0193
N2 -5.7469 3.1501 1.4653
N3 -4.5792 3.2994 0.8630
C2 -4.3178 4.4744 0.3804
C3 -2.9476 4.9656 0.0864
C4 -2.6894 6.3712 -0.0356
C5 -1.3868 6.8072 0.0943
C6 -0.3572 5.8582 0.1570
C7 -0.7167 4.4915 0.0991
N4 -1.9640 4.0542 0.0744
H1 -7.2426 1.0982 3.1896
H2 -7.6252 2.8254 2.7935
H3 -5.1486 5.1407 0.0319
H4 -3.5179 7.0651 -0.2891
H5 -1.1530 7.8598 0.2108
H6 0.6781 6.1205 0.3603
H7 0.1334 3.8071 0.1817
O1 1.9168 -1.8302 1.2099
C8 1.7071 -3.2123 0.8637
C9 1.6143 -4.1213 1.9122
C10 1.1614 -5.3782 1.6871
C11 1.1023 -5.7918 0.3563
C12 1.3545 -4.9490 -0.6768
C13 1.3967 -3.5610 -0.4813
P1 1.2706 -2.3390 -1.8072
C14 2.8769 -1.5820 -1.8882
C15 3.0379 -0.2885 -2.3781
C16 4.3102 0.1470 -2.7554
C17 5.4201 -0.6854 -2.6088
C18 5.3032 -1.8841 -1.8984
C19 4.0137 -2.2836 -1.5827
C20 1.0419 -3.2121 -3.3605
C21 2.1591 -3.5104 -4.1618
C22 2.2034 -4.7487 -4.7977
C23 0.9975 -5.4560 -5.0086
C24 -0.1958 -4.9354 -4.4682
C25 -0.1285 -3.8710 -3.5275
C26 2.8835 -1.4834 2.1297
C27 4.2376 -1.8409 2.0345
C28 5.1253 -1.4193 2.9898
C29 4.6807 -0.8256 4.2013
C30 3.3342 -0.5199 4.3644
C31 2.4535 -0.6949 3.2682
P2 0.8103 0.1359 3.0365
C32 -0.1324 -0.8341 4.2575
C33 -1.0702 -1.7490 3.7630
C34 -1.9423 -2.4732 4.6052
C35 -1.8635 -2.2774 5.9626
C36 -0.9746 -1.3421 6.4946
C37 -0.1070 -0.6710 5.6578
C38 0.8653 1.6822 4.0262
C39 2.1075 2.2961 4.2282
C40 2.2957 3.2964 5.2160
C41 1.2220 3.7311 5.9670
C42 -0.0549 3.3110 5.5704
C43 -0.2464 2.3267 4.6097
H8 1.8613 -3.7784 2.8911
H9 0.7828 -6.0146 2.4908
H10 0.9335 -6.8641 0.1328
H11 1.5447 -5.3525 -1.7061
H12 2.1979 0.4153 -2.4941
H13 4.3479 1.1571 -3.1958
H14 6.3274 -0.3461 -3.0398
H15 6.1888 -2.4826 -1.7471
H16 3.8582 -3.2224 -1.0320
H17 3.0163 -2.8651 -4.1751
H18 3.1801 -5.0708 -5.1906
H19 1.0347 -6.4566 -5.5191
H20 -1.2160 -5.3301 -4.6582
H21 -1.0165 -3.5660 -2.9953
H22 4.6150 -2.4486 1.1973
H23 6.1658 -1.7149 2.9047
H24 5.3810 -0.8138 4.9985
H25 3.0318 -0.1168 5.3088
H26 -1.1320 -1.8378 2.6987
H27 -2.6271 -3.1557 4.1159
H28 -2.6259 -2.7258 6.6302
H29 -0.9206 -1.1397 7.5782
H30 0.5568 0.1146 6.0723
H31 2.9590 1.9433 3.6036
H32 3.3083 3.6996 5.3865
H33 1.2693 4.4826 6.7358
H34 -0.9179 3.8079 6.0433
H35 -1.2305 1.9798 4.2931
O2 -2.3365 -1.8424 -3.7314
S2 -3.3848 -1.0716 -3.1567
O3 -4.3522 -0.3393 -3.9702
O4 -3.7445 -1.1866 -1.7439
O5 0.2155 -1.2264 -1.6705
C44 -4.1793 1.7128 -7.1090
C45 -2.9197 2.1629 -6.3902
C46 -1.7179 2.2421 -7.0622
C47 -0.6258 2.8395 -6.4859
N5 -0.6469 3.3039 -5.2482
C48 -1.7439 3.1727 -4.5115
C49 -2.9095 2.6381 -5.0617
H36 -4.9569 1.5531 -6.3549
H37 -4.0169 0.7532 -7.6618
H38 -4.5660 2.4672 -7.8294
H39 -1.6136 1.8190 -8.0718
H40 0.3146 2.9411 -6.9740
H41 -1.7204 3.5646 -3.4744
H42 -3.7545 2.4649 -4.4270

Atom charges from the Löwdin analysis, given in e for atoms 1 to 4: atom 1 (Rb): 0.51, atom 2 (N): 0.04, atom 3 (C): -1.01, atom 4 (S): 0.44


Molar mass in g/mol, matching the order above: 766.270 200.281 92.074 992.455